1.
Molecular formula: C11H42N19O15S2
Method: DFT, ωB97M-V/def2-TZVPD

Properties
Net charge: -1
Calculated total energy: -92791.0460 eV
E_HOMO: -6.58 eV
HOMO-LUMO gap: 8.104 eV
Strongest force on any atom: 5.80 eV/A

Last column: Löwdin charge in e.
Cartesian coordinates (Å):
O: 4.75 6.66 5.08  -0.4146
S: 3.33 6.13 4.66  0.6943
O: 2.45 6.21 5.93  -0.4250
O: 3.43 4.46 4.24  -0.2573
N: 2.82 7.16 3.34  -0.3418
S: 1.13 6.87 2.91  0.6942
O: 0.84 7.63 1.56  -0.4345
O: 0.92 5.36 2.60  -0.4561
C: -0.02 7.58 4.20  -0.2213
C: -1.22 6.49 4.54  -0.2645
O: -2.15 6.29 3.39  -0.1512
H: 2.48 4.13 4.42  0.0827
H: 0.51 7.81 5.25  0.1137
H: -0.43 8.63 3.83  0.1238
H: -1.81 6.75 5.55  0.1360
H: -0.70 5.44 4.71  0.0955
H: -2.61 5.41 3.62  0.0993
C: -0.85 1.93 1.34  -0.7419
O: -1.90 1.31 1.22  -0.0066
N: -0.81 3.24 1.64  0.1841
N: 0.35 1.36 1.19  0.1669
H: 0.04 3.77 1.74  0.0574
H: -1.70 3.72 1.76  0.1132
H: 0.37 0.37 0.96  0.1094
H: 1.22 1.85 1.28  0.1133
C: -0.75 -0.62 -2.02  -0.7158
O: -0.83 -1.47 -1.14  -0.0009
N: -0.57 -0.94 -3.31  0.1686
N: -0.83 0.70 -1.77  0.1761
H: -0.49 -0.25 -4.05  0.1021
H: -0.50 -1.92 -3.55  0.0945
H: -0.96 0.97 -0.80  0.0590
H: -0.76 1.41 -2.48  0.1077
C: -4.98 -1.15 -0.69  -0.7260
O: -5.15 -2.26 -1.17  0.0044
N: -6.00 -0.39 -0.24  0.1387
N: -3.77 -0.59 -0.55  0.1765
H: -5.88 0.52 0.16  0.0954
H: -6.93 -0.78 -0.32  0.1041
H: -2.97 -1.13 -0.88  0.0731
H: -3.61 0.32 -0.16  0.0741
C: -1.86 2.79 5.73  -0.6995
O: -1.47 3.93 5.96  0.0186
N: -1.35 2.03 4.74  0.1725
N: -2.85 2.20 6.43  0.1473
H: -1.66 1.10 4.53  0.1025
H: -0.61 2.44 4.19  0.0993
H: -3.26 2.74 7.18  0.1101
H: -3.18 1.27 6.25  0.0957
C: 1.14 -5.01 -3.53  -0.7091
O: 1.55 -5.54 -4.55  0.0033
N: -0.15 -4.70 -3.33  0.1657
N: 1.95 -4.69 -2.50  0.1681
H: -0.51 -4.27 -2.49  0.0918
H: -0.80 -4.92 -4.08  0.1023
H: 2.94 -4.91 -2.61  0.1120
H: 1.64 -4.26 -1.65  0.0549
C: -0.83 -5.68 -7.46  -0.7213
O: -0.84 -4.59 -6.90  0.0144
N: -0.06 -6.70 -7.06  0.1610
N: -1.60 -5.95 -8.54  0.1558
H: -0.04 -7.60 -7.51  0.0824
H: 0.53 -6.54 -6.26  0.0730
H: -2.20 -5.21 -8.87  0.1101
H: -1.61 -6.83 -9.01  0.0764
C: 8.40 7.43 3.89  -0.7255
O: 8.23 6.33 3.40  0.0224
N: 7.38 8.19 4.33  0.1618
N: 9.61 8.00 4.02  0.1309
H: 7.50 9.11 4.73  0.0945
H: 6.45 7.81 4.25  0.0732
H: 10.41 7.46 3.69  0.1028
H: 9.77 8.91 4.41  0.0878
C: 1.45 -4.50 1.53  -0.7006
O: 1.88 -4.20 0.43  0.0176
N: 2.25 -4.67 2.60  0.1514
N: 0.14 -4.69 1.77  0.1604
H: 1.91 -4.91 3.52  0.0980
H: 3.24 -4.54 2.46  0.1135
H: -0.49 -4.57 1.00  0.1157
H: -0.23 -4.93 2.68  0.0990
C: -3.35 -9.41 -8.64  -0.7233
O: -2.92 -9.11 -9.74  0.0130
N: -2.55 -9.58 -7.57  0.1555
N: -4.66 -9.60 -8.40  0.1509
H: -2.89 -9.82 -6.65  0.1023
H: -1.56 -9.45 -7.71  0.0987
H: -5.29 -9.48 -9.17  0.1132
H: -5.03 -9.84 -7.49  0.0988

---

2.
Molecular formula: C11H42N4O10
Method: DFT, ωB97M-V/def2-TZVPD

Properties
Calculated total energy: -38523.8843 eV
E_HOMO: -8.99 eV
HOMO-LUMO gap: 8.977 eV
SMILES: NC(N)=O.NC(N)=O.CC(C)O.CC(C)O.CC(C)O.O.O.O.O.O
Strongest force on any atom: 5.87 eV/A
Relative energy (zero: lowest compared OMol25 entry of this formula, charge and spin): 0.00 kcal per mole

Last column: natural (NBO) charge in e.
Cartesian coordinates (Å):
O: 9.01 9.40 -26.53  -0.9764
H: 9.63 8.67 -26.60  0.4723
H: 8.60 9.28 -25.67  0.4867
O: 8.27 9.05 -24.05  -0.9677
H: 8.20 8.69 -23.17  0.4894
H: 8.66 9.92 -23.93  0.4912
O: 11.76 11.62 -27.03  -0.9632
H: 10.90 11.27 -27.26  0.4678
H: 11.63 12.05 -26.18  0.4788
O: 10.09 11.31 -23.91  -0.9947
H: 10.01 10.92 -24.78  0.4861
H: 10.09 12.26 -24.07  0.5097
O: 11.07 13.47 -25.21  -0.9740
H: 11.86 13.78 -24.77  0.5054
H: 10.87 14.15 -25.86  0.4948
C: 13.86 9.09 -24.63  0.7568
O: 14.55 8.90 -25.60  -0.6761
N: 12.57 9.43 -24.56  -0.8646
N: 14.34 8.94 -23.43  -0.8536
H: 12.16 9.54 -25.48  0.4067
H: 12.01 9.56 -23.73  0.3944
H: 13.83 9.21 -22.60  0.4067
H: 15.30 8.65 -23.30  0.3906
C: 12.16 9.45 -20.59  0.7910
O: 13.12 9.62 -21.21  -0.6553
N: 12.01 8.66 -19.53  -0.8363
N: 10.98 9.99 -20.87  -0.8442
H: 11.12 8.45 -19.11  0.3914
H: 12.83 8.27 -19.09  0.4059
H: 10.11 9.71 -20.46  0.3694
H: 11.01 10.56 -21.71  0.4188
C: 13.93 12.62 -22.95  -0.6642
C: 12.72 13.23 -22.31  0.0893
C: 12.86 13.26 -20.73  -0.6367
O: 12.65 14.60 -22.80  -0.7439
H: 14.89 13.02 -22.62  0.2082
H: 14.06 12.85 -24.01  0.2188
H: 13.93 11.53 -22.90  0.2434
H: 11.79 12.75 -22.58  0.1763
H: 13.61 13.96 -20.37  0.2085
H: 13.17 12.28 -20.35  0.2170
H: 11.88 13.57 -20.34  0.2138
H: 13.51 14.98 -22.62  0.4663
C: 7.13 14.25 -23.95  -0.6266
C: 5.70 14.67 -24.43  0.1003
C: 5.57 15.52 -25.61  -0.6295
O: 5.06 13.43 -24.73  -0.7288
H: 7.65 15.21 -23.90  0.1947
H: 7.60 13.62 -24.70  0.1908
H: 7.26 13.67 -23.04  0.2209
H: 5.32 15.22 -23.57  0.1754
H: 5.86 14.98 -26.52  0.1980
H: 6.28 16.35 -25.61  0.2115
H: 4.52 15.81 -25.62  0.2272
H: 5.39 13.08 -25.56  0.4648
C: 9.74 12.37 -18.63  -0.6485
C: 8.51 12.43 -19.54  0.1010
C: 8.75 13.47 -20.70  -0.6476
O: 8.20 11.16 -19.99  -0.6998
H: 9.51 11.63 -17.87  0.2078
H: 9.96 13.29 -18.08  0.2205
H: 10.65 11.98 -19.09  0.2074
H: 7.75 12.89 -18.92  0.1784
H: 7.82 13.73 -21.21  0.2179
H: 9.57 13.24 -21.38  0.2013
H: 8.80 14.47 -20.26  0.2167
H: 9.01 10.71 -20.25  0.4415

---

3.
Molecular formula: C11H44N22O11
Method: DFT, ωB97M-V/def2-TZVPD

Properties
Calculated total energy: -67436.0248 eV
E_HOMO: -8.97 eV
HOMO-LUMO gap: 8.831 eV
SMILES: NC(N)=O.NC(N)=O.NC(N)=O.NC(N)=O.NC(N)=O.NC(N)=O.NC(N)=O.NC(N)=O.NC(N)=O.NC(N)=O.NC(N)=O
Strongest force on any atom: 3.29 eV/A
Relative energy (zero: lowest compared OMol25 entry of this formula, charge and spin): 61.55 kcal per mole

Last column: Löwdin charge in e.
Cartesian coordinates (Å):
C: 0.60 -0.06 -0.01  -0.6165
O: 1.60 0.67 0.11  -0.0478
N: 0.61 -1.21 -0.70  0.1883
N: -0.67 0.28 0.38  0.2016
H: 1.37 -1.56 -1.25  0.1108
H: -0.30 -1.66 -0.78  0.0773
H: -0.70 1.14 0.91  0.0492
H: -1.39 -0.40 0.50  0.0611
C: 3.10 3.15 -2.19  -0.6296
O: 2.58 2.44 -3.06  0.0082
N: 2.86 2.87 -0.90  0.1457
N: 3.94 4.21 -2.41  0.1599
H: 2.18 2.18 -0.58  0.0449
H: 3.39 3.43 -0.25  0.0765
H: 4.19 4.36 -3.37  0.1082
H: 4.55 4.60 -1.71  0.0934
C: -2.86 -1.38 -5.07  -0.6867
O: -2.66 -0.18 -5.19  0.0297
N: -2.03 -2.23 -4.41  0.1615
N: -3.94 -1.99 -5.65  0.1240
H: -1.50 -1.70 -3.74  0.0935
H: -2.07 -3.22 -4.54  0.0951
H: -4.36 -1.27 -6.23  0.0983
H: -3.91 -2.88 -6.12  0.0874
C: -3.42 -3.12 -0.16  -0.6427
O: -2.56 -2.25 -0.04  -0.0062
N: -3.24 -4.40 0.26  0.1649
N: -4.62 -2.95 -0.79  0.1838
H: -2.33 -4.52 0.66  0.0742
H: -3.76 -5.19 -0.07  0.1043
H: -4.72 -2.08 -1.29  0.1095
H: -5.35 -3.62 -0.67  0.1009
C: 1.60 3.72 2.96  -0.6173
O: 1.76 2.94 3.89  0.0207
N: 1.34 5.05 3.06  0.1818
N: 1.44 3.25 1.67  0.1521
H: 1.21 5.60 2.24  0.0973
H: 1.44 5.44 3.98  0.1193
H: 1.86 2.36 1.44  0.0568
H: 1.27 3.90 0.92  0.0882
C: 1.79 -0.74 -4.71  -0.6939
O: 1.09 -1.44 -5.42  0.0080
N: 3.14 -0.85 -4.54  0.1465
N: 1.26 0.19 -3.87  0.1459
H: 3.66 -0.26 -3.92  0.0847
H: 3.66 -1.50 -5.10  0.0965
H: 0.27 0.27 -4.05  0.0957
H: 1.66 1.01 -3.40  0.0381
C: 4.68 1.49 2.76  -0.7057
O: 5.00 2.14 3.77  0.0064
N: 4.93 1.89 1.50  0.1556
N: 4.18 0.23 2.84  0.1735
H: 4.40 1.48 0.75  0.0744
H: 5.33 2.79 1.33  0.1009
H: 3.74 -0.22 2.06  0.0969
H: 3.78 0.09 3.76  0.0793
C: -2.60 3.10 2.09  -0.6543
O: -3.78 3.00 2.38  0.0223
N: -1.70 2.13 2.40  0.1428
N: -2.04 4.18 1.44  0.1638
H: -2.05 1.40 2.99  0.1081
H: -0.71 2.10 2.29  0.0387
H: -2.48 5.07 1.33  0.1018
H: -1.06 4.04 1.26  0.0566
C: 1.15 -0.29 4.62  -0.6980
O: 0.85 -1.45 4.90  0.0027
N: 2.10 0.44 5.26  0.1521
N: 0.67 0.38 3.56  0.1545
H: 2.64 -0.07 5.94  0.1176
H: 2.27 1.29 4.74  0.0519
H: 0.16 -0.28 2.99  0.0996
H: 1.04 1.28 3.26  0.0437
C: -4.50 0.46 0.17  -0.7001
O: -3.80 0.56 -0.85  -0.0063
N: -4.04 -0.14 1.29  0.1608
N: -5.65 1.16 0.27  0.1581
H: -3.40 -0.90 1.05  0.0526
H: -4.56 -0.11 2.15  0.1016
H: -5.86 1.79 -0.49  0.1079
H: -5.91 1.42 1.21  0.0929
C: 0.91 -6.34 -0.62  -0.6767
O: 1.62 -6.39 -1.63  0.0265
N: 0.54 -7.48 0.02  0.1406
N: 0.14 -5.28 -0.29  0.1500
H: 1.08 -8.33 0.07  0.1040
H: -0.18 -7.44 0.71  0.0863
H: -0.42 -5.17 0.53  0.0741
H: 0.52 -4.39 -0.60  0.0993

---

4.
Molecular formula: C11H44O11
Method: DFT, ωB97M-V/def2-TZVPD

Properties
Calculated total energy: -34637.4473 eV
E_HOMO: -9.34 eV
HOMO-LUMO gap: 9.242 eV
SMILES: CO.CO.CO.CO.CO.CO.CO.CO.CO.CO.CO
Strongest force on any atom: 1.98 eV/A
Relative energy (zero: lowest compared OMol25 entry of this formula, charge and spin): 68.10 kcal per mole

Last column: natural (NBO) charge in e.
Cartesian coordinates (Å):
C: -9.28 10.02 -6.39  -0.2616
O: -10.45 9.26 -6.56  -0.7442
H: -8.59 9.77 -7.20  0.1752
H: -9.51 11.08 -6.50  0.1885
H: -8.81 9.80 -5.44  0.1747
H: -10.16 8.41 -6.91  0.4865
C: -6.80 12.40 -6.01  -0.2513
O: -6.16 13.63 -6.12  -0.7448
H: -6.86 11.90 -6.97  0.1672
H: -6.40 11.65 -5.32  0.1761
H: -7.81 12.59 -5.64  0.1435
H: -6.73 14.26 -6.56  0.4936
C: -9.67 11.20 -9.65  -0.2711
O: -9.01 11.91 -10.71  -0.7774
H: -10.12 10.28 -10.04  0.1641
H: -8.89 10.97 -8.92  0.1836
H: -10.40 11.74 -9.05  0.1903
H: -9.66 12.28 -11.31  0.5013
C: -12.97 14.11 -8.95  -0.2369
O: -13.90 14.77 -8.16  -0.7188
H: -13.06 13.03 -8.89  0.1734
H: -13.19 14.32 -10.00  0.1395
H: -11.95 14.41 -8.71  0.1772
H: -14.76 14.73 -8.57  0.4655
C: -7.38 12.40 -14.52  -0.2454
O: -7.36 11.14 -15.15  -0.7357
H: -7.84 13.16 -15.16  0.1388
H: -8.04 12.38 -13.64  0.1475
H: -6.37 12.74 -14.31  0.1888
H: -8.28 10.98 -15.37  0.4830
C: -8.95 14.70 -7.83  -0.2607
O: -7.97 15.41 -7.12  -0.7324
H: -9.92 14.79 -7.33  0.1651
H: -9.11 15.15 -8.81  0.1642
H: -8.69 13.66 -8.03  0.1985
H: -8.31 16.31 -7.15  0.4810
C: -10.88 14.21 -12.82  -0.2627
O: -11.12 13.13 -11.89  -0.7440
H: -11.25 13.99 -13.82  0.1680
H: -11.39 15.12 -12.50  0.1823
H: -9.80 14.30 -12.93  0.1971
H: -12.03 12.86 -12.03  0.4796
C: -11.79 12.38 -5.77  -0.2663
O: -11.94 11.46 -6.89  -0.7613
H: -11.29 11.99 -4.89  0.1704
H: -11.10 13.17 -6.06  0.1600
H: -12.75 12.77 -5.44  0.1865
H: -11.47 10.65 -6.68  0.4943
C: -5.92 13.24 -9.78  -0.2407
O: -6.41 11.94 -9.70  -0.7671
H: -5.38 13.55 -8.88  0.1893
H: -5.29 13.35 -10.66  0.1535
H: -6.76 13.90 -9.98  0.1518
H: -7.24 11.77 -10.15  0.5013
C: -11.85 7.80 -11.09  -0.2449
O: -13.02 7.06 -11.31  -0.7150
H: -11.36 7.96 -12.06  0.1560
H: -12.10 8.80 -10.73  0.1579
H: -11.13 7.32 -10.43  0.1846
H: -13.65 7.66 -11.72  0.4622
C: -10.86 11.16 -14.54  -0.2532
O: -10.05 10.74 -15.67  -0.7466
H: -11.85 11.42 -14.90  0.1721
H: -10.86 10.32 -13.85  0.1978
H: -10.36 12.03 -14.10  0.1742
H: -10.21 11.29 -16.45  0.4764

---

5.
Molecular formula: C11H44O11
Method: DFT, ωB97M-V/def2-TZVPD

Properties
Calculated total energy: -34636.2160 eV
E_HOMO: -10.13 eV
HOMO-LUMO gap: 10.316 eV
SMILES: CO.CO.CO.CO.CO.CO.CO.CO.CO.CO.CO
Strongest force on any atom: 1.79 eV/A
Relative energy (zero: lowest compared OMol25 entry of this formula, charge and spin): 96.49 kcal per mole

Last column: natural (NBO) charge in e.
Cartesian coordinates (Å):
C: -8.73 -2.86 -1.37  -0.2534
O: -7.47 -2.11 -1.20  -0.7317
H: -8.84 -3.60 -0.58  0.1668
H: -9.55 -2.14 -1.36  0.1862
H: -8.76 -3.42 -2.30  0.1668
H: -6.76 -2.64 -1.56  0.4653
C: -0.03 0.23 0.43  -0.2545
O: -0.09 -0.15 1.80  -0.7190
H: -0.01 1.30 0.26  0.1639
H: 0.90 -0.17 0.01  0.1654
H: -0.85 -0.16 -0.17  0.1776
H: 0.18 0.66 2.25  0.4668
C: -3.51 -4.70 -6.19  -0.2498
O: -3.07 -4.00 -5.03  -0.7221
H: -4.50 -5.09 -5.98  0.1789
H: -3.63 -3.95 -6.98  0.1626
H: -2.85 -5.52 -6.48  0.1659
H: -2.19 -3.69 -5.22  0.4644
C: -1.53 6.70 1.37  -0.2514
O: -1.93 6.44 2.74  -0.7305
H: -1.80 5.79 0.82  0.1660
H: -2.12 7.48 0.88  0.1618
H: -0.50 7.03 1.29  0.1885
H: -2.84 6.13 2.74  0.4658
C: -0.50 -0.88 8.30  -0.2437
O: -1.45 -1.56 7.54  -0.7320
H: 0.52 -0.85 7.91  0.1643
H: -0.88 0.14 8.29  0.1596
H: -0.54 -1.22 9.33  0.1800
H: -1.31 -1.53 6.59  0.4718
C: 2.71 -5.05 5.08  -0.2459
O: 2.82 -4.25 3.91  -0.7338
H: 3.30 -5.97 5.03  0.1862
H: 2.90 -4.44 5.96  0.1625
H: 1.67 -5.36 5.17  0.1610
H: 2.15 -3.57 3.89  0.4699
C: 1.28 -0.29 -6.99  -0.2485
O: 1.39 -1.27 -6.00  -0.7189
H: 0.53 0.48 -6.76  0.1675
H: 2.18 0.32 -7.08  0.1626
H: 1.08 -0.78 -7.94  0.1681
H: 2.31 -1.23 -5.71  0.4694
C: 3.00 4.14 6.51  -0.2470
O: 2.03 3.72 5.54  -0.7337
H: 3.36 5.17 6.40  0.1642
H: 2.60 4.08 7.52  0.1618
H: 3.87 3.49 6.44  0.1827
H: 1.34 4.38 5.39  0.4720
C: -4.95 2.23 -5.33  -0.2533
O: -6.14 2.24 -4.56  -0.7079
H: -5.08 2.98 -6.11  0.1795
H: -4.12 2.48 -4.67  0.1612
H: -4.76 1.30 -5.86  0.1612
H: -5.91 1.59 -3.89  0.4592
C: 7.94 -5.33 0.25  -0.2457
O: 6.77 -4.62 -0.10  -0.7298
H: 8.27 -5.05 1.25  0.1624
H: 7.76 -6.40 0.17  0.1639
H: 8.80 -5.04 -0.37  0.1777
H: 6.19 -4.53 0.66  0.4712
C: 4.93 5.15 -2.73  -0.2515
O: 4.57 6.49 -2.97  -0.7188
H: 5.49 4.72 -3.57  0.1700
H: 5.52 4.94 -1.84  0.1676
H: 4.00 4.60 -2.64  0.1649
H: 4.86 7.01 -2.21  0.4678

---

6.
Molecular formula: C11H44O15
Method: DFT, ωB97M-V/def2-TZVPD

Properties
Calculated total energy: -42829.2423 eV
E_HOMO: -10.29 eV
HOMO-LUMO gap: 9.834 eV
Strongest force on any atom: 3.96 eV/A
Relative energy (zero: lowest compared OMol25 entry of this formula, charge and spin): 41.52 kcal per mole

Last column: natural (NBO) charge in e.
Cartesian coordinates (Å):
O: -3.08 0.00 3.07  -0.9638
H: -2.72 0.22 3.93  0.4833
H: -3.13 -0.96 3.07  0.4890
O: -1.66 -2.88 3.32  -0.9481
H: -1.99 -3.45 4.02  0.4908
H: -1.57 -3.45 2.56  0.4829
O: -2.51 2.64 2.27  -0.9630
H: -1.73 2.56 2.81  0.4723
H: -2.93 1.78 2.31  0.4882
O: 0.95 -2.41 3.87  -0.9559
H: 0.07 -2.53 3.51  0.4824
H: 1.54 -2.54 3.12  0.4512
O: 0.59 1.85 3.47  -0.9682
H: 1.46 1.46 3.55  0.4659
H: 0.72 2.62 2.92  0.4930
C: -4.05 -1.16 -0.45  -0.6337
C: -3.90 0.25 -1.10  0.0528
C: -2.97 0.41 -2.26  -0.0961
O: -3.66 1.40 -3.04  -0.4777
C: -4.95 1.29 -2.73  0.9583
O: -5.88 1.68 -3.42  -0.5814
O: -5.17 0.45 -1.68  -0.4876
H: -4.49 -1.94 -1.07  0.2337
H: -4.58 -0.98 0.49  0.2281
H: -3.14 -1.57 -0.02  0.2069
H: -3.75 1.11 -0.45  0.1896
H: -2.81 -0.55 -2.75  0.1887
H: -1.99 0.79 -1.98  0.2119
C: 3.50 -0.80 2.24  -0.2666
O: 2.63 -0.26 1.26  -0.7500
H: 4.50 -0.78 1.80  0.1769
H: 3.57 -0.10 3.08  0.1712
H: 3.30 -1.69 2.84  0.1995
H: 2.91 0.66 1.20  0.4845
C: -0.33 -2.74 -2.97  -0.2602
O: -0.80 -4.12 -3.10  -0.7367
H: -0.33 -2.38 -1.94  0.1781
H: 0.75 -2.78 -3.15  0.1616
H: -0.82 -2.15 -3.74  0.1974
H: -0.80 -4.52 -2.23  0.4577
C: -0.62 -0.30 0.93  -0.2653
O: 0.25 -0.37 -0.14  -0.7713
H: -1.35 0.48 0.75  0.1824
H: -1.20 -1.17 1.25  0.1503
H: -0.07 -0.05 1.84  0.2041
H: 1.12 -0.54 0.23  0.5090
C: 0.44 3.17 0.31  -0.2589
O: 1.35 3.44 1.27  -0.7587
H: 0.56 2.17 -0.11  0.1477
H: -0.59 3.17 0.66  0.2075
H: 0.60 3.92 -0.46  0.1633
H: 2.22 3.41 0.86  0.4960
C: 0.06 1.90 -2.85  -0.2697
O: 0.31 0.48 -2.67  -0.7676
H: -0.54 2.43 -2.11  0.1704
H: 1.01 2.44 -2.82  0.1584
H: -0.40 1.98 -3.83  0.1930
H: 0.31 0.30 -1.73  0.4929
C: 4.03 -2.77 -1.05  -0.2558
O: 4.59 -2.14 -2.20  -0.7200
H: 3.19 -2.16 -0.72  0.1577
H: 3.47 -3.71 -1.13  0.1676
H: 4.80 -2.75 -0.27  0.1810
H: 3.87 -1.74 -2.70  0.4697
C: 3.55 1.98 -0.95  -0.2704
O: 3.56 3.30 -0.51  -0.7483
H: 4.21 1.36 -0.34  0.1663
H: 2.53 1.60 -1.05  0.1870
H: 3.85 2.02 -2.00  0.1860
H: 4.17 3.76 -1.10  0.4886